ORCA calculation (ωB97M-V/def2-TZVPD) on 2 unconnected molecules or ions with the total composition CH2FN.

Element x y z (Å)
C: -0.0980 0.6230 0.2383
N: 0.2966 1.8009 0.1845
F: -0.3451 2.7528 1.0670
H: 0.8890 -0.5488 -0.5716
H: -0.8500 0.2205 0.7761

Force components x, y, z for each atom (eV/Å):
C 4.167 -1.122 -2.778
N 1.193 0.616 -0.317
F -0.250 -1.492 -0.648
H -2.731 3.405 1.979
H -2.378 -1.407 1.764

Values from the calculation:
- Spin multiplicity: 1
- E: -5271.52468 eV
- HOMO: -11.111 eV
- Energy above the lowest of the compared OMol25 structures with the same formula, charge and spin: 4.741 eV
- HOMO-LUMO gap: 10.40 eV